A cluster of 2 separate species, C4H8N2O in total in a non-equilibrium geometry, computed with ωB97M-V with the def2-TZVPD basis set.

Each line ends with the Mulliken charge.
Atoms and positions in Å:
1 C 1.043 1.529 -0.641  -1.198
2 C 0.913 0.071 -0.463  0.526
3 C -0.145 -0.763 -0.222  -0.353
4 N 0.240 -2.073 -0.253  -0.553
5 C 1.551 -2.029 -0.058  -0.220
6 N 2.026 -0.759 -0.323  -0.152
7 H 1.934 1.826 -1.198  0.338
8 H 0.925 2.215 0.219  0.265
9 H 0.314 1.965 -1.334  0.323
10 H -1.151 -0.388 -0.065  0.418
11 H 2.118 -2.804 0.436  0.361
12 H 2.887 -0.386 0.037  0.253
13 O -4.311 0.778 0.964  -0.640
14 H -3.606 0.851 1.619  0.310
15 H -4.737 -0.032 1.282  0.322

Output
**Energy relative to the best compared isomer or geometry (same formula, charge and spin)**: 1.853 eV
**Calculated total energy**: -341.9355 Eh
**Orbital gap**: 9.1 eV
**Strongest force on any atom**: 2.8 eV/Å
**Total charge**: 0
**Highest occupied orbital energy**: -8.37 eV

=====

An isolated molecule of C4H8N2O, computed with ωB97M-V with the def2-TZVPD basis set.

Each line ends with the Mulliken charge.
Atoms and positions in Å:
1 C -1.211 -1.167 0.521  -1.315
2 C -0.415 -0.149 -0.254  1.308
3 C -1.000 0.764 -1.238  -0.758
4 N -0.540 1.263 0.062  -0.684
5 C 1.505 -0.420 0.649  -0.340
6 O 0.914 -0.553 -0.577  -0.332
7 N 2.646 0.222 0.512  -0.188
8 H -2.282 -0.977 0.404  0.378
9 H -0.980 -2.160 0.129  0.337
10 H -0.950 -1.153 1.584  0.341
11 H -0.375 1.084 -2.066  0.249
12 H -2.061 0.670 -1.445  0.269
13 H -1.300 1.441 0.717  0.249
14 H 3.041 0.564 1.371  0.278
15 H 3.008 0.572 -0.370  0.208

Output
**Energy relative to the best compared isomer or geometry (same formula, charge and spin)**: 3.880 eV
**Calculated total energy**: -341.8611 Eh
**Orbital gap**: 9.5 eV
**Strongest force on any atom**: 0.9 eV/Å
**Total charge**: 0
**Highest occupied orbital energy**: -8.39 eV

=====

An isolated molecule of C4H8N2O, computed with ωB97M-V with the def2-TZVPD basis set.

Each line ends with the Mulliken charge.
Atoms and positions in Å:
1 C 0.242 -2.073 -1.550  -0.298
2 N 0.022 -0.989 -0.935  -0.334
3 C 1.195 -0.213 -0.601  0.491
4 O 2.345 -0.560 -0.800  -0.632
5 N 0.838 0.963 -0.028  -0.162
6 C -0.532 1.325 0.319  -0.362
7 C -1.059 0.548 1.521  -0.993
8 H 1.245 -2.402 -1.835  0.258
9 H -0.615 -2.700 -1.800  0.250
10 H 1.606 1.526 0.307  0.242
11 H -0.547 2.403 0.507  0.363
12 H -1.162 1.136 -0.552  0.280
13 H -0.940 -0.524 1.339  0.301
14 H -0.515 0.810 2.435  0.281
15 H -2.124 0.749 1.676  0.316

Output
**Energy relative to the best compared isomer or geometry (same formula, charge and spin)**: 1.123 eV
**Calculated total energy**: -341.9624 Eh
**Orbital gap**: 10.2 eV
**Strongest force on any atom**: 0.4 eV/Å
**Total charge**: 0
**Highest occupied orbital energy**: -9.71 eV

=====

A cluster of 2 separate species, C4H8N2O in total in a non-equilibrium geometry, computed with ωB97M-V with the def2-TZVPD basis set.

Each line ends with the Mulliken charge.
Atoms and positions in Å:
1 C -2.459 -0.275 -1.937  -0.034
2 C 0.420 -0.087 -1.428  0.449
3 C 0.142 0.887 1.755  -0.959
4 C 0.912 -0.076 0.851  -0.320
5 N -3.358 0.088 -2.692  -0.469
6 N 1.403 0.293 -1.976  -0.513
7 O -0.005 -0.431 -0.275  -0.312
8 H -2.070 -0.996 -1.283  0.294
9 H -0.501 0.335 2.511  0.248
10 H 0.939 1.383 2.301  0.344
11 H -0.394 1.527 1.099  0.320
12 H 1.221 -0.943 1.504  0.231
13 H 1.741 0.320 0.306  0.231
14 H -4.116 -0.507 -2.822  0.243
15 H 2.208 0.703 -1.521  0.247

Output
**Energy relative to the best compared isomer or geometry (same formula, charge and spin)**: 7.204 eV
**Calculated total energy**: -341.7389 Eh
**Orbital gap (spin up / spin down)**: 7.7 / 8.5 eV
**Strongest force on any atom**: 3.7 eV/Å
**Total charge**: 0
**Highest occupied orbital energy (spin up / spin down)**: -7.30 / -7.65 eV

=====

An isolated molecule of C4H8N2O in a non-equilibrium geometry, computed with ωB97M-V with the def2-TZVPD basis set.

Each line ends with the Mulliken charge.
Atoms and positions in Å:
1 C 1.394 -0.429 1.208  -1.347
2 C 0.308 -0.433 0.183  0.942
3 C -0.955 -1.187 0.197  -0.603
4 N -1.026 0.237 0.454  -0.702
5 C -0.121 0.691 -0.650  0.598
6 N -0.386 0.648 -2.037  -0.573
7 O 0.324 1.920 -0.217  -0.587
8 H 1.007 -0.809 2.159  0.335
9 H 2.242 -1.044 0.894  0.310
10 H 1.747 0.597 1.355  0.288
11 H -1.426 -1.556 -0.711  0.174
12 H -1.131 -1.793 1.084  0.248
13 H -0.929 -0.177 -2.270  0.239
14 H -0.914 1.474 -2.302  0.276
15 H -0.136 1.863 0.655  0.401

Output
**Energy relative to the best compared isomer or geometry (same formula, charge and spin)**: 3.192 eV
**Calculated total energy**: -341.8863 Eh
**Orbital gap**: 10.3 eV
**Strongest force on any atom**: 1.3 eV/Å
**Total charge**: 0
**Highest occupied orbital energy**: -9.26 eV

=====

An isolated molecule of C4H8N2O in a non-equilibrium geometry, computed with ωB97M-V with the def2-TZVPD basis set.

Each line ends with the Mulliken charge.
Atoms and positions in Å:
1 C 1.307 0.766 0.500  -0.653
2 C 1.942 -0.127 -0.541  -0.382
3 C 0.100 -0.113 1.038  0.239
4 C -1.980 -0.864 -0.326  -0.877
5 N -0.561 -0.752 -0.036  0.291
6 N 0.100 -1.506 0.789  -0.881
7 O 2.147 -1.362 -0.008  -0.331
8 H 1.928 0.656 1.321  0.337
9 H 0.821 1.759 0.355  0.329
10 H 1.163 -0.095 -1.435  0.157
11 H 2.840 0.254 -0.993  0.465
12 H -0.472 0.315 1.907  0.382
13 H -2.541 -0.752 0.711  0.254
14 H -2.202 -0.147 -0.991  0.358
15 H -2.059 -1.833 -0.689  0.310

Output
**Spin multiplicity**: 3
**Energy relative to the best compared isomer or geometry (same formula, charge and spin)**: 2.417 eV
**Calculated total energy**: -341.7043 Eh
**Orbital gap (spin up / spin down)**: 8.5 / 8.0 eV
**Strongest force on any atom**: 5.4 eV/Å
**Total charge**: 0
**Highest occupied orbital energy (spin up / spin down)**: -7.54 / -9.66 eV

=====

Q: energy relative to the best compared isomer or geometry (same formula, charge and spin) of number 6 (C4H8N2O)?
A: 2.417 eV